Below is a single C4H6N2O2 molecule at a distorted geometry, with properties calculated with ωB97M-V/def2-TZVPD.

SMILES string	Cn1c(=O)ccn1O
orbital gap	0.3453	Ha
spin multiplicity	1
E_HOMO	-0.333	hartree
molar mass	114.10	g/mol
ΔE to the lowest compared entry with this formula, charge and spin	74.5	kcal per mole

Atoms and positions in Å:
1 C 0.483 1.840 0.205
2 C -0.772 -1.536 0.269
3 C 0.503 -1.783 -0.004
4 C 1.206 -0.505 -0.136
5 H 0.313 2.030 1.284
6 H -0.086 2.565 -0.377
7 H 1.557 1.958 0.023
8 H -2.043 -0.068 -1.247
9 H -1.658 -2.121 0.530
10 H 1.030 -2.732 -0.159
11 N 0.193 0.488 -0.162
12 N -1.005 -0.141 0.305
13 O -2.144 0.274 -0.336
14 O 2.423 -0.269 -0.196

Below is a single C4H6N2O2 molecule at a distorted geometry, with properties calculated with ωB97M-V/def2-TZVPD.

SMILES string	[H]/N=c1/oc(O)cn1C
orbital gap	0.3006	Ha
spin multiplicity	1
E_HOMO	-0.283	hartree
molar mass	114.10	g/mol
ΔE to the lowest compared entry with this formula, charge and spin	50.9	kcal per mole

Atoms and positions in Å:
1 C 1.388 -1.157 0.311
2 C 0.173 0.561 -0.941
3 C -0.921 1.339 -0.696
4 C -0.925 -0.281 0.840
5 H 2.075 -1.030 -0.466
6 H 2.080 -0.920 1.161
7 H 1.114 -2.193 0.385
8 H 1.061 0.825 -1.473
9 H -0.916 2.730 -2.014
10 H -0.839 -1.884 1.906
11 N 0.208 -0.331 0.138
12 N -1.438 -1.039 1.731
13 O -1.468 2.510 -1.249
14 O -1.591 0.869 0.367